(1)
Computed, not measured: a molecular structure, C33H51BrN8O4Rb, with ωB97M-V with the def2-TZVPD basis set.

Each line ends with the Löwdin charge.
Geometry (Å):
Rb1 0.30 0.53 0.17  1.030
C1 0.70 -3.11 0.43  -0.066
O1 -0.22 -2.21 1.05  -0.311
C2 -0.31 -2.40 2.46  -0.174
C3 -1.06 -1.24 3.08  -0.175
O2 -0.38 -0.01 2.90  -0.225
C4 0.68 0.26 3.82  -0.176
C5 1.22 1.65 3.54  -0.191
O3 1.72 1.81 2.22  -0.306
C6 3.05 1.36 2.03  -0.074
H1 0.32 -4.14 0.46  0.104
H2 0.87 -2.78 -0.59  0.067
H3 1.67 -3.08 0.94  0.106
H4 -0.83 -3.34 2.68  0.141
H5 0.70 -2.47 2.88  0.129
H6 -2.03 -1.12 2.59  0.124
H7 -1.26 -1.42 4.14  0.140
H8 0.31 0.24 4.85  0.140
H9 1.47 -0.49 3.73  0.125
H10 0.41 2.38 3.66  0.131
H11 1.99 1.88 4.27  0.138
H12 3.74 1.96 2.63  0.101
H13 3.16 0.30 2.32  0.095
H14 3.27 1.44 0.97  0.077
Br1 2.14 0.14 -8.84  0.728
C7 3.32 -0.79 -7.68  -0.696
C8 4.08 -0.08 -6.77  -0.113
C9 4.91 -0.76 -5.89  -0.011
C10 4.98 -2.14 -5.95  -0.276
C11 4.27 -2.84 -6.92  -0.043
C12 3.42 -2.17 -7.78  -0.121
N1 5.85 -2.96 -5.13  0.067
N2 5.87 -2.90 -3.90  0.080
C13 4.91 -2.07 -3.18  -0.260
C14 5.37 -1.09 -2.34  -0.040
C15 4.49 -0.21 -1.72  -0.021
C16 3.09 -0.29 -1.85  -0.420
O4 2.31 0.55 -1.30  -0.324
C17 2.60 -1.41 -2.65  -0.134
N3 1.25 -1.58 -2.78  0.106
C18 0.82 -2.54 -3.57  -0.193
C19 1.65 -3.47 -4.23  -0.049
C20 2.99 -3.35 -4.07  -0.012
C21 3.52 -2.28 -3.31  -0.105
H15 4.01 1.00 -6.74  0.103
H16 5.50 -0.20 -5.18  0.119
H17 4.40 -3.92 -6.99  0.119
H18 2.84 -2.70 -8.53  0.102
H19 6.44 -0.96 -2.21  0.118
H20 4.89 0.60 -1.13  0.105
H21 -0.25 -2.61 -3.75  0.070
H22 1.20 -4.26 -4.83  0.106
H23 3.67 -4.06 -4.53  0.110
N4 -2.34 -0.70 -3.87  0.052
C22 -3.74 -1.02 -3.54  -0.351
C23 -3.76 -2.40 -2.87  -0.095
C24 -3.15 -2.37 -1.47  -0.246
N5 -1.66 -2.11 -1.60  0.199
C25 -3.83 -1.33 -0.58  -0.092
C26 -3.82 0.07 -1.19  -0.350
N6 -2.44 0.58 -1.16  0.026
C27 -4.36 0.03 -2.62  -0.100
H24 -2.03 -1.23 -4.67  0.098
H25 -1.51 -1.35 -2.28  0.088
H26 -2.25 0.27 -4.13  0.096
H27 -4.36 -1.08 -4.43  0.143
H28 -3.23 -3.12 -3.49  0.128
H29 -4.79 -2.75 -2.79  0.134
H30 -3.23 -3.36 -1.01  0.153
H31 -1.17 -2.93 -1.95  0.132
H32 -1.23 -1.87 -0.70  0.089
H33 -3.36 -1.32 0.41  0.114
H34 -4.86 -1.66 -0.43  0.136
H35 -4.49 0.70 -0.60  0.143
H36 -2.26 1.09 -0.30  0.029
H37 -2.31 1.29 -1.88  0.056
H38 -4.25 1.03 -3.07  0.125
H39 -5.43 -0.16 -2.57  0.132
C28 0.49 3.84 -0.62  -0.157
C29 0.48 5.39 -0.53  -0.138
N7 -0.90 5.88 -0.44  -0.158
C30 -1.64 5.42 -1.61  -0.146
C31 -1.68 3.87 -1.63  -0.167
N8 -0.89 3.32 -0.52  -0.218
C32 -1.48 3.79 0.75  -0.155
C33 -1.53 5.35 0.77  -0.143
H40 1.08 3.40 0.18  0.093
H41 0.91 3.48 -1.56  0.124
H42 0.95 5.84 -1.40  0.120
H43 1.02 5.74 0.35  0.120
H44 -1.15 5.81 -2.50  0.120
H45 -2.65 5.84 -1.58  0.118
H46 -1.28 3.47 -2.57  0.118
H47 -2.71 3.50 -1.53  0.106
H48 -0.87 3.40 1.56  0.107
H49 -2.48 3.36 0.85  0.113
H50 -1.00 5.75 1.63  0.119
H51 -2.55 5.71 0.81  0.118

Computed properties:
**HOMO energy**: -8.483 eV
**Charge**: +1
**F_max**: 0.60 eV Å⁻¹
**HOMO-LUMO gap**: 6.03 eV


(2)
Computed, not measured: a single C20H25FN2O2S molecule, with ωB97M-V with the def2-TZVPD basis set.

Each line ends with the Löwdin charge.
Geometry (Å):
C1 1.93 3.12 -1.43  -0.078
N1 1.84 2.36 -0.19  -0.187
C2 2.51 1.07 -0.30  -0.194
C3 4.02 1.22 -0.03  -0.133
C4 4.66 -0.13 0.02  -0.246
C5 5.18 -0.71 -1.13  -0.046
C6 5.75 -1.97 -1.09  -0.088
C7 5.80 -2.68 0.10  -0.098
C8 5.28 -2.11 1.25  -0.088
C9 4.72 -0.85 1.21  -0.048
C10 0.50 2.34 0.37  -0.308
C11 0.53 2.04 1.88  -0.143
C12 -0.88 2.19 2.44  -0.160
C13 -1.84 1.26 1.70  -0.205
N2 -1.79 1.56 0.28  -0.227
S1 -3.08 1.03 -0.62  0.667
O1 -4.28 1.40 0.07  -0.275
O2 -2.88 1.49 -1.96  -0.275
C14 -2.93 -0.76 -0.60  -0.258
C15 -2.14 -1.39 -1.55  -0.066
C16 -1.95 -2.76 -1.48  -0.055
C17 -2.54 -3.49 -0.46  0.002
C18 -3.33 -2.84 0.47  -0.259
F1 -3.90 -3.55 1.45  0.070
C19 -3.53 -1.47 0.42  0.014
C20 -0.49 1.38 -0.31  -0.152
H1 1.51 4.11 -1.27  0.089
H2 2.98 3.23 -1.69  0.079
H3 1.41 2.64 -2.27  0.088
H4 2.36 0.61 -1.28  0.131
H5 2.10 0.40 0.46  0.111
H6 4.47 1.82 -0.81  0.107
H7 4.14 1.74 0.92  0.120
H8 5.15 -0.17 -2.06  0.112
H9 6.15 -2.41 -1.99  0.101
H10 6.24 -3.66 0.13  0.099
H11 5.32 -2.65 2.19  0.101
H12 4.32 -0.41 2.11  0.112
H13 0.10 3.35 0.25  0.152
H14 1.21 2.74 2.37  0.120
H15 0.88 1.03 2.06  0.111
H16 -1.22 3.22 2.32  0.120
H17 -0.90 1.94 3.50  0.115
H18 -2.87 1.43 2.01  0.118
H19 -1.57 0.21 1.89  0.130
H20 -1.71 -0.79 -2.34  0.113
H21 -1.34 -3.26 -2.22  0.111
H22 -2.41 -4.56 -0.39  0.121
H23 -4.16 -0.96 1.14  0.127
H24 -0.59 1.61 -1.37  0.118
H25 -0.15 0.34 -0.20  0.130

Computed properties:
**HOMO energy**: -8.560 eV
**Charge**: 0
**F_max**: 1.03 eV Å⁻¹
**HOMO-LUMO gap**: 9.10 eV
**Structure (SMILES)**: CN(CCc1ccccc1)[C@@H]1CCCN(S(=O)(=O)c2cccc(F)c2)C1


(3)
Computed, not measured: a molecular structure, C27H23CoF6INO4PS2Te, with ωB97M-V with the def2-TZVPD basis set.

Each line ends with the Löwdin charge.
Geometry (Å):
Co1 -0.03 -1.30 -0.95  -0.202
F1 -0.96 -6.17 -1.13  0.158
C1 -0.98 -5.84 0.15  -0.687
F2 -1.96 -6.49 0.76  0.160
F3 0.18 -6.17 0.71  0.153
S1 -1.20 -4.02 0.35  0.638
O1 -0.14 -3.44 -0.46  -0.369
O2 -1.19 -3.77 1.75  -0.233
N1 -2.62 -3.84 -0.32  -0.266
S2 -2.98 -2.48 -0.99  0.618
O3 -2.04 -1.41 -0.63  -0.454
O4 -4.36 -2.17 -0.90  -0.226
C2 -2.66 -2.75 -2.80  -0.675
F4 -3.08 -3.95 -3.17  0.168
F5 -1.34 -2.67 -3.03  0.100
F6 -3.28 -1.82 -3.50  0.136
C3 -0.84 0.21 2.01  -0.202
P1 0.56 -0.55 1.14  0.970
C4 1.85 0.73 1.16  -0.358
C5 3.17 0.45 1.52  -0.084
C6 4.13 1.44 1.46  -0.070
C7 3.79 2.72 1.04  -0.078
C8 2.49 3.01 0.68  -0.082
C9 1.52 2.01 0.73  -0.103
C10 1.17 -1.87 2.21  -0.373
C11 2.06 -2.79 1.66  -0.127
C12 2.53 -3.85 2.42  -0.065
C13 2.10 -4.00 3.74  -0.072
C14 1.21 -3.09 4.29  -0.072
C15 0.75 -2.02 3.53  -0.083
H1 -0.56 0.55 3.01  0.059
H2 -1.65 -0.52 2.08  0.060
H3 -1.21 1.06 1.44  0.027
H4 3.44 -0.54 1.85  0.100
H5 5.15 1.21 1.75  0.107
H6 4.55 3.49 1.00  0.104
H7 2.21 4.00 0.35  0.108
H8 0.51 2.24 0.43  0.077
H9 2.37 -2.69 0.62  0.035
H10 3.22 -4.56 1.99  0.110
H11 2.46 -4.83 4.33  0.105
H12 0.87 -3.21 5.30  0.106
H13 0.03 -1.34 3.96  0.098
Te1 -1.07 0.88 -2.47  1.491
C16 0.19 2.45 -3.05  -0.532
C17 -0.35 3.47 -3.83  -0.148
C18 0.43 4.55 -4.20  -0.082
C19 1.76 4.61 -3.81  -0.080
C20 2.30 3.59 -3.04  -0.076
C21 1.52 2.51 -2.65  -0.155
C22 -2.14 1.98 -1.02  -0.500
C23 -3.31 1.44 -0.49  -0.145
C24 -4.00 2.13 0.50  -0.075
C25 -3.54 3.36 0.96  -0.085
C26 -2.39 3.91 0.41  -0.079
C27 -1.69 3.22 -0.58  -0.149
H14 -1.39 3.42 -4.15  0.098
H15 0.01 5.34 -4.81  0.105
H16 2.38 5.45 -4.11  0.104
H17 3.34 3.63 -2.73  0.108
H18 1.95 1.72 -2.06  0.023
H19 -3.69 0.49 -0.83  0.081
H20 -4.90 1.70 0.92  0.110
H21 -4.08 3.89 1.73  0.103
H22 -2.03 4.87 0.74  0.106
H23 -0.81 3.67 -1.02  0.092
I1 2.27 -1.28 -1.97  0.370

Computed properties:
**HOMO energy (spin up / spin down)**: -7.920 / -8.245 eV
**Charge**: 0
**F_max**: 0.41 eV Å⁻¹
**HOMO-LUMO gap (spin up / spin down)**: 6.55 / 8.24 eV
**Multiplicity**: 2


(4)
Computed, not measured: 2 unconnected molecules or ions with the total composition C4H8NO2, with ωB97M-V with the def2-TZVPD basis set.

Each line ends with the Löwdin charge.
Geometry (Å):
O1 -1.69 1.60 1.32  -0.146
C1 -0.77 0.75 1.12  -0.771
N1 -0.72 -0.50 1.51  0.011
C2 0.58 -3.36 -0.76  -0.168
O2 1.71 -3.17 -1.12  -0.021
C3 0.47 1.26 0.40  -0.213
C4 0.06 2.03 -0.89  -0.138
H1 -1.48 -0.60 2.18  -0.014
H2 -0.21 -3.74 -1.46  0.072
H3 0.18 -3.22 0.26  0.067
H4 1.08 0.44 0.04  0.076
H5 0.99 2.00 1.03  0.091
H6 0.81 1.92 -1.68  0.045
H7 -0.84 1.55 -1.27  0.061
H8 -0.16 3.05 -0.67  0.047

Computed properties:
**HOMO energy**: -3.319 eV
**Charge**: -1
**F_max**: 1.87 eV Å⁻¹
**HOMO-LUMO gap**: 6.97 eV


(5)
Computed, not measured: 2 unconnected molecules or ions with the total composition C3H4O2, with ωB97M-V with the def2-TZVPD basis set.

Each line ends with the Löwdin charge.
Geometry (Å):
O1 -1.05 1.33 -0.02  0.036
C1 -0.96 0.21 -0.45  -0.406
O2 -1.67 -0.78 0.27  0.053
H1 -0.45 0.03 -1.42  0.137
H2 -1.62 -1.55 -0.27  0.072
C2 1.33 -0.23 0.91  0.017
C3 1.57 0.48 -0.02  -0.007
H3 0.97 -0.64 1.81  0.039
H4 1.89 1.14 -0.82  0.059

Computed properties:
**HOMO energy**: -10.483 eV
**Charge**: 0
**F_max**: 3.32 eV Å⁻¹
**HOMO-LUMO gap**: 11.21 eV
**Structure (SMILES)**: O=CO.C#C